(1)
Formula: C22H60F3Na2O20
Source: OMol25
Level of theory: the ωB97M-V functional and the def2-TZVPD basis

Summary:
Max |F|: 0.0768 hartree/bohr
Net charge: +1
LUMO level: -2.2 eV

Structure (XYZ):
```
107
Properties=species:S:1:pos:R:3:forces:R:3
Na -1.0182 1.6932 3.9216 0.10 -0.09 -0.68
Na -0.5280 -0.0356 0.1356 -0.34 0.17 0.18
C -1.3813 3.0540 1.2519 2.97 -1.37 0.93
O -2.0253 3.7121 2.2900 -0.15 2.45 0.69
O -1.5729 1.6752 1.4841 -0.47 1.48 -1.49
C -1.5108 3.7737 -0.1543 -2.50 0.81 0.90
F -2.1804 4.9975 -0.0690 -0.03 -1.52 0.07
F -0.3746 4.1530 -0.7317 0.69 -0.94 0.13
F -2.1887 2.9621 -0.9698 -0.10 0.23 -0.69
C -1.6275 5.0864 2.7606 2.09 -0.66 -0.80
C -2.8004 5.6313 3.3836 -1.92 -0.45 1.56
H -2.7485 6.6909 3.6340 0.01 -0.11 -0.17
H -3.6296 5.3763 2.7237 -0.27 0.53 0.14
H -2.9211 5.0468 4.2957 -0.68 0.29 0.32
H -1.2389 5.9034 2.1527 -0.07 -0.96 -1.80
H -0.7832 5.0226 3.4470 0.05 -0.76 0.41
H -0.3033 3.1868 1.3438 0.68 0.39 0.47
C 4.5133 0.0422 -2.3886 0.69 3.54 1.59
C 4.5085 1.3065 -3.2395 -0.25 1.16 0.95
O 4.2654 2.5376 -2.4423 0.24 -1.67 -0.78
O 5.0714 -0.9516 -3.0881 -0.33 -3.48 -1.72
H 3.5663 -0.1200 -1.8737 -0.12 -0.83 -0.50
H 5.2578 0.2851 -1.6305 -0.33 0.41 0.99
H 3.7921 1.3000 -4.0609 0.16 -0.27 -0.13
H 5.5487 1.3005 -3.5653 -0.02 0.58 -0.67
H 4.2372 3.2251 -3.1118 -0.04 0.29 0.11
H 5.8395 -0.6867 -3.5994 -0.03 0.25 0.14
C 2.6555 -0.0434 5.9965 -0.51 -2.21 -0.71
C 2.3459 0.6103 4.7042 0.95 2.49 -0.67
O 1.3225 1.6427 4.8800 -0.68 -0.97 -0.63
O 3.1043 0.8248 6.9853 -0.01 0.69 -0.21
H 3.3005 -0.8876 5.7528 0.88 0.18 0.15
H 1.7511 -0.6055 6.2293 -0.53 0.29 0.80
H 2.2060 -0.0545 3.8519 -1.16 -0.35 0.60
H 3.1730 1.1753 4.2743 0.67 0.04 0.51
H 1.6932 2.2660 5.5090 0.08 0.06 0.17
H 3.4780 0.3644 7.7403 -0.08 -0.19 -0.10
C -4.1812 -4.4918 -3.0380 0.61 -1.25 0.98
C -3.1648 -4.5704 -1.7893 -1.52 1.50 -1.56
O -1.8491 -5.1281 -2.0266 -2.18 0.22 -0.16
O -4.4508 -5.8274 -3.4206 0.31 -0.34 -0.49
H -3.8761 -3.9105 -3.9081 0.58 0.19 0.15
H -5.1693 -4.1219 -2.7642 0.34 0.35 0.66
H -3.7012 -5.1763 -1.0591 0.15 0.16 0.23
H -3.1318 -3.5110 -1.5350 0.71 -0.31 0.52
H -2.1020 -6.0241 -2.2608 0.64 -0.55 -0.08
H -3.6571 -6.1109 -3.8801 -0.12 -0.44 -0.34
C 0.1161 1.4249 -3.3015 -0.02 1.20 0.14
C -0.3991 2.8600 -3.6515 1.13 0.08 1.22
O -1.1277 2.7577 -4.8240 -0.76 -0.38 -1.16
O -0.8002 0.5641 -2.6695 -0.73 -0.38 0.31
H 0.9593 1.3534 -2.6145 0.29 0.81 -0.21
H 0.4449 1.0597 -4.2745 -0.03 -0.38 -0.11
H 0.4788 3.4945 -3.7731 0.55 -0.11 -0.40
H -0.9622 3.4661 -2.9417 -0.14 -0.90 0.60
H -1.7750 3.4655 -4.8643 0.01 -0.01 -0.09
H -1.6523 0.6350 -3.1060 -0.17 -0.03 -0.15
C -2.4629 -2.2875 2.6987 2.08 -1.02 -1.16
C -1.7668 -2.9120 1.3942 -1.45 0.62 1.96
O -2.0523 -2.0884 0.2928 -0.13 0.00 -0.68
O -1.8769 -1.0379 2.9317 0.47 0.73 0.79
H -2.1569 -2.9810 3.4821 -0.12 0.23 0.43
H -3.5509 -2.2230 2.6978 -0.02 -0.16 -0.49
H -2.2061 -3.9082 1.3426 0.23 -0.27 -0.64
H -0.6785 -2.9599 1.4323 -0.14 -0.10 0.70
H -2.8683 -2.4512 -0.0597 -0.12 0.51 -0.54
H -2.3027 -0.3624 2.3989 -0.49 0.18 -0.41
C 1.9759 -2.2516 0.9809 2.61 0.60 0.84
C 3.5526 -2.2354 1.2383 -1.56 -0.54 -1.00
O 3.8122 -1.9662 2.5958 0.02 0.61 0.42
O 1.4367 -0.8865 1.1727 0.25 -1.93 -0.55
H 1.7236 -2.9741 1.7571 -1.16 0.26 0.02
H 1.7779 -2.6375 -0.0191 -0.34 0.30 0.05
H 4.0044 -1.5320 0.5389 0.32 0.20 0.24
H 3.9690 -3.2330 1.0989 -0.32 -0.06 -0.94
H 4.3738 -2.6911 2.8798 0.01 0.29 0.44
H 1.9622 -0.5153 1.8851 -0.04 0.38 0.11
C 3.1236 2.5451 0.5306 -0.65 1.76 -2.37
C 4.5000 3.0723 0.8962 -0.33 -0.11 -0.38
O 4.3048 4.1784 1.7810 0.31 -0.55 0.67
O 2.2490 2.2900 1.5712 0.26 -2.09 2.74
H 3.1070 1.7702 -0.2357 0.13 -0.04 0.20
H 2.5262 3.4090 0.2391 0.96 0.59 -2.22
H 5.0499 3.4163 0.0202 -0.27 -0.25 -0.26
H 5.1032 2.2731 1.3269 0.09 0.29 0.68
H 4.2101 4.9814 1.2635 -0.01 -0.02 -0.10
H 2.6418 2.9015 2.1983 -0.61 0.25 1.13
C -0.2769 -3.5243 -4.6299 -0.26 -2.11 1.89
C 0.3124 -3.1031 -3.3312 0.36 1.41 1.71
O 0.5298 -3.9923 -2.2558 0.77 -0.77 -0.48
O 0.6503 -4.2535 -5.4380 -0.58 1.30 -0.78
H -0.8757 -2.6351 -4.8267 0.88 0.23 -2.22
H -1.0683 -4.2314 -4.3814 -0.37 -0.22 0.11
H -0.3716 -2.3484 -2.9429 -0.13 0.51 0.03
H 1.2845 -2.6226 -3.4418 0.01 0.24 -0.49
H -0.2649 -4.5224 -2.1604 -0.30 -0.14 0.22
H 1.2405 -4.6780 -4.8111 0.12 -0.06 0.06
C -5.1211 -1.2088 -0.0239 0.09 0.00 2.29
C -4.4578 0.1597 0.1005 -1.71 0.32 -0.83
O -4.2902 0.5336 1.4334 0.76 -0.66 0.53
O -4.8802 -1.8584 -1.1888 0.41 -0.41 -3.16
H -6.2044 -1.2007 0.0962 -0.03 0.38 0.78
H -4.6572 -1.9174 0.6622 -0.39 0.51 1.05
H -5.1354 0.9273 -0.2735 -0.31 -0.07 -0.81
H -3.5885 0.2107 -0.5550 0.58 -0.24 0.36
H -3.6959 1.2835 1.3563 0.67 0.48 0.66
H -5.4083 -1.3907 -1.8399 0.13 -0.30 -0.68
```
Forces are in eV/Å.

---

(2)
Formula: C22H60F3O11S9
Source: OMol25
Level of theory: the ωB97M-V functional and the def2-TZVPD basis

Summary:
Max |F|: 0.0973 hartree/bohr
Net charge: -1
LUMO level: 1.7 eV

Structure (XYZ):
```
105
Properties=species:S:1:pos:R:3:forces:R:3
C 0.6278 -0.4669 0.1618 -3.56 3.10 1.67
O 0.2742 -1.0683 1.4520 1.20 -1.55 -0.32
O -0.4093 0.4212 -0.1059 2.70 -1.50 -0.55
C 2.0346 0.2078 0.3926 -0.50 1.12 -1.85
F 3.0529 -0.5477 0.6543 1.66 -3.45 2.02
F 2.4678 0.6624 -0.8058 -0.94 1.23 -1.79
F 2.1841 1.2290 1.2240 -1.26 0.75 0.88
C -0.4882 -2.2750 1.3809 0.44 1.90 -0.43
C -0.4626 -2.9370 2.6920 -0.77 -0.80 0.91
H -0.8258 -2.3327 3.5233 -0.05 0.38 -0.16
H -1.2256 -3.6968 2.5227 0.20 -0.74 0.68
H 0.4935 -3.3523 3.0106 -0.01 -0.19 -0.35
H -0.1865 -2.9885 0.6141 0.63 0.08 -0.31
H -1.5207 -2.0381 1.1238 -0.32 0.27 -0.05
H 0.7861 -1.2408 -0.5892 0.25 -0.46 -0.26
C -2.0236 2.9945 -1.7140 0.00 -1.16 0.53
S -2.1977 2.4563 -3.4553 0.52 1.23 0.23
O -2.2993 3.7244 -4.2600 0.12 -0.76 0.18
C -0.4620 1.8694 -3.5752 0.38 0.35 0.22
H -1.0055 3.3187 -1.4981 -0.17 0.27 -0.14
H -2.1798 2.0877 -1.1297 0.36 -0.36 0.07
H -2.7822 3.6662 -1.3124 -0.04 0.36 -0.83
H -0.2522 0.9730 -2.9918 -0.55 -0.19 0.04
H 0.2041 2.6177 -3.1457 -0.17 0.31 -0.10
H -0.1469 1.7519 -4.6120 -0.48 -0.11 -0.09
C 0.3524 3.7322 2.6052 -0.74 1.04 -0.20
S 0.1161 5.5355 2.3333 -0.63 -1.40 -0.74
O 1.0817 5.7418 1.2171 -0.21 0.71 -0.20
C -1.6161 5.4350 1.6109 0.24 -0.27 -0.66
H 1.4363 3.6405 2.6744 -0.21 -0.21 0.46
H 0.0067 3.2271 1.7033 0.02 -0.09 0.01
H -0.2529 3.4556 3.4685 0.49 -0.30 0.12
H -2.3851 4.9726 2.2298 0.25 0.47 0.76
H -1.6831 4.8043 0.7245 0.87 -0.21 -0.18
H -1.9139 6.4126 1.2319 0.05 0.19 0.54
C -1.3265 -2.3014 -2.6262 -0.32 -0.40 -0.40
S -2.8488 -1.5114 -3.1921 -0.78 0.35 -1.21
O -2.9685 -1.6160 -4.7106 0.45 -0.23 1.86
C -4.0172 -2.7262 -2.5294 -0.05 -0.09 0.17
H -0.5490 -1.7612 -3.1664 0.16 -0.08 0.31
H -1.3201 -3.3582 -2.8929 0.01 0.00 -0.29
H -1.2441 -2.2404 -1.5410 0.03 0.50 -0.06
H -3.7081 -3.7147 -2.8691 -0.18 -0.02 0.04
H -5.0299 -2.4916 -2.8572 0.22 0.09 -0.46
H -4.0819 -2.6869 -1.4421 0.49 -0.03 0.10
C -6.9332 -3.7143 0.5792 -0.36 0.54 0.42
S -5.7119 -4.6926 1.4735 1.25 -0.54 -1.62
O -4.9916 -5.4917 0.3964 -0.55 0.72 1.24
C -4.6221 -3.2905 1.9960 -1.22 -0.55 -0.78
H -7.4905 -3.1566 1.3318 -0.14 0.04 0.06
H -7.6355 -4.3674 0.0611 0.28 -0.17 0.08
H -6.5154 -2.9864 -0.1162 0.32 -0.24 -0.05
H -3.9222 -3.6623 2.7443 -0.20 0.30 -0.03
H -5.3823 -2.5809 2.3226 0.48 0.23 0.68
H -4.1413 -2.8601 1.1175 0.18 -0.24 0.01
C 0.8876 -0.9901 6.2993 0.41 -0.30 0.11
S 1.6824 -0.0548 4.9552 1.26 1.33 -0.20
O 2.6046 1.0035 5.5515 -1.07 -1.29 -0.35
C 2.7968 -1.3340 4.1952 -1.01 -0.63 0.98
H 0.0534 -0.4636 6.7629 -0.04 0.42 -0.60
H 1.5548 -1.1831 7.1394 0.39 -0.29 -0.31
H 0.5104 -1.8968 5.8264 0.02 -0.16 0.22
H 2.1765 -2.2053 3.9848 -0.25 0.09 -0.25
H 3.5075 -1.7012 4.9355 0.32 0.50 -0.04
H 3.2326 -1.0023 3.2528 -0.06 0.41 0.35
C 3.6774 -3.5034 0.5776 0.32 0.87 -0.58
S 4.3660 -4.5289 -0.7758 1.27 -0.23 1.35
O 5.5305 -5.2753 -0.1218 -1.50 0.60 -0.94
C 3.0169 -5.6582 -1.0398 -1.11 -0.91 0.71
H 3.8148 -3.8498 1.6019 -0.03 -0.66 -0.31
H 2.6734 -3.1165 0.4033 -0.16 -0.42 -0.13
H 4.2937 -2.6105 0.4727 0.13 0.01 0.18
H 3.1212 -6.2971 -1.9167 0.40 0.27 -0.02
H 2.0431 -5.1708 -1.0870 0.20 0.58 -0.38
H 2.8820 -6.2987 -0.1682 0.47 -0.18 0.14
C 4.8813 4.6584 -2.4387 0.65 0.41 -0.31
S 3.1193 4.8709 -2.8494 -0.63 -1.80 0.23
O 2.8364 3.9201 -3.9833 0.46 0.65 -0.15
C 2.4425 3.9194 -1.4227 1.10 0.83 0.17
H 5.1837 3.6124 -2.4890 -0.33 -0.09 0.39
H 5.2113 5.1823 -1.5416 -0.55 -0.40 0.51
H 5.5148 5.1641 -3.1674 -0.48 0.08 -0.63
H 1.3796 3.6927 -1.5065 0.14 0.42 -0.25
H 2.6606 4.5636 -0.5709 -0.40 -0.17 0.35
H 2.9993 2.9876 -1.3239 0.01 0.05 -0.19
C 4.3241 1.7986 -5.9860 -0.30 -0.63 0.82
S 2.6614 1.0044 -5.8468 0.35 -1.91 -0.39
O 2.8018 -0.2983 -6.6419 -0.11 1.52 0.67
C 2.6474 0.4559 -4.0985 0.42 1.38 1.03
H 4.5043 1.9671 -7.0478 -0.23 0.07 0.12
H 5.0413 1.0698 -5.6084 0.03 -0.12 -0.12
H 4.3919 2.6988 -5.3752 -0.31 0.09 -0.21
H 1.7918 -0.1353 -3.7720 0.09 -0.48 -0.94
H 2.5092 1.3198 -3.4485 0.00 0.65 -0.34
H 3.5907 0.0711 -3.7110 0.05 -0.57 -0.61
C -1.9419 0.9652 3.8031 -0.39 0.81 -0.67
S -3.7142 0.6847 3.3224 -0.24 0.84 0.41
O -4.5843 1.6229 4.1267 0.68 -0.70 -0.18
C -3.5943 1.4776 1.6962 0.41 -0.68 -0.37
H -1.2723 0.4077 3.1482 -0.09 -0.14 -0.17
H -1.6551 0.8231 4.8450 -0.69 -0.38 0.03
H -1.8186 2.0275 3.5921 0.17 0.02 0.00
H -2.7917 0.9659 1.1652 0.54 0.27 -0.06
H -3.4424 2.5533 1.7850 0.20 -0.11 0.23
H -4.4631 1.3034 1.0615 -0.40 -0.09 0.56
```
Forces are in eV/Å.

---

Values of total energy, in order: -3002.83122, -5584.84252, all in Eh.
Values of Kohn-Sham gap, in order: 8.979, 7.470, all in eV.
Values of energy relative to the best compared isomer or geometry (same formula, charge and spin), in order: 0.960, 0.000, all in eV.